1.
{
  "formula": "C20H70AgF3O22P",
  "method": "wB97M-V/def2-TZVPD",
  "homo_lumo_gap_ev": [5.62, 5.34],
  "lumo_ev": [3.5, 3.5],
  "total_charge": -2,
  "spin_multiplicity": 2,
  "s_squared": 0.76,
  "elements": ["Ag", "C", "O", "O", "C", "F", "F", "F", "C", "C", "H", "H", "H", "H", "H", "H", "P", "O", "O", "O", "O", "C", "O", "H", "H", "H", "H", "C", "O", "H", "H", "H", "H", "C", "O", "H", "H", "H", "H", "C", "O", "H", "H", "H", "H", "C", "O", "H", "H", "H", "H", "C", "O", "H", "H", "H", "H", "C", "O", "H", "H", "H", "H", "C", "O", "H", "H", "H", "H", "C", "O", "H", "H", "H", "H", "C", "O", "H", "H", "H", "H", "C", "O", "H", "H", "H", "H", "C", "O", "H", "H", "H", "H", "C", "O", "H", "H", "H", "H", "C", "O", "H", "H", "H", "H", "C", "O", "H", "H", "H", "H", "C", "O", "H", "H", "H", "H"],
  "positions_angstrom": [[1.3124, 2.7169, -0.2245], [-1.2264, 1.0815, -0.0556], [0.1137, 0.5735, 0.1364], [-0.9939, 2.4489, -0.2356], [-2.0090, 0.2067, -1.1733], [-2.4062, -1.0056, -0.7328], [-3.1681, 0.8613, -1.4886], [-1.2929, -0.0087, -2.2346], [0.2693, -0.7203, 0.7032], [1.7315, -0.9257, 0.8909], [1.9274, -1.9114, 1.3130], [2.2347, -0.7864, -0.0659], [2.0793, -0.1089, 1.5232], [-0.1819, -1.5052, 0.0963], [-0.1771, -0.7568, 1.6969], [-1.7022, 0.9781, 0.9196], [3.4929, 2.8152, -1.4515], [2.4077, 3.8123, -1.8626], [2.6515, 1.5483, -1.5172], [3.6395, 2.8607, 0.0689], [4.6865, 2.3983, -2.3650], [0.7332, 2.0939, 3.2164], [1.5999, 2.3802, 2.1558], [1.0091, 2.7198, 4.0651], [-0.2521, 2.2761, 2.7874], [0.8717, 1.0278, 3.3963], [2.5089, 2.4411, 2.4585], [-3.5794, -2.5375, -3.5559], [-2.4561, -2.1045, -4.3596], [-3.8720, -3.5711, -3.7406], [-3.2645, -2.6493, -2.5184], [-4.4466, -1.8772, -3.5474], [-2.6244, -1.1668, -4.4784], [5.9188, -1.7462, -0.3685], [5.0666, -0.6415, -0.5303], [5.6245, -2.5836, -1.0011], [6.9159, -1.5022, -0.7350], [6.0423, -2.1789, 0.6243], [4.9067, -0.2557, 0.3341], [-4.1272, 4.0482, 0.4006], [-2.8898, 4.5757, 0.8636], [-4.9678, 4.5377, 0.8925], [-4.2010, 4.1036, -0.6855], [-4.3024, 3.0247, 0.7322], [-2.1923, 4.0295, 0.4937], [-3.7304, 1.3427, -4.5457], [-2.8578, 0.4685, -5.2532], [-3.1473, 2.0716, -3.9828], [-4.4631, 1.8479, -5.1750], [-4.2511, 0.6929, -3.8424], [-2.3831, 1.0612, -5.8404], [1.5387, -1.6639, -2.8798], [2.8569, -1.5649, -2.5289], [0.9677, -2.0307, -2.0268], [1.0298, -0.7713, -3.2434], [1.4257, -2.4449, -3.6318], [3.1330, -2.4721, -2.3796], [0.1556, 2.6346, -4.1117], [1.5173, 2.9258, -4.2754], [-0.1367, 2.6519, -3.0617], [-0.5057, 3.3692, -4.5712], [-0.1036, 1.6478, -4.4953], [1.7599, 3.3480, -3.4481], [-0.6398, -4.2106, -1.3507], [-1.5257, -5.1806, -0.8701], [-1.2889, -3.3395, -1.4399], [0.1345, -4.0524, -0.6000], [-0.1698, -4.5045, -2.2893], [-1.8386, -5.5834, -1.6833], [6.0706, 1.5063, 1.8689], [4.7624, 1.1012, 1.5127], [6.8184, 1.0583, 1.2146], [6.2631, 2.5671, 2.0299], [6.2242, 1.0429, 2.8435], [4.3417, 1.7658, 0.9623], [3.4382, -4.9527, 1.4795], [4.3884, -4.8938, 0.3547], [3.7064, -5.7859, 2.1291], [3.4262, -4.0566, 2.1000], [2.4019, -5.0669, 1.1615], [5.2686, -4.8230, 0.7312], [-1.5736, 5.3479, -2.5324], [-2.5425, 4.3670, -2.6234], [-0.6133, 4.8851, -2.3051], [-1.4135, 5.8333, -3.4952], [-1.7803, 6.1121, -1.7831], [-2.2731, 3.6258, -2.0760], [-1.0657, -3.9170, 2.1775], [-2.1276, -4.7362, 1.7765], [-1.3981, -2.8797, 2.1355], [-0.7661, -4.2735, 3.1630], [-0.1540, -3.9419, 1.5806], [-2.0112, -4.8678, 0.8327], [-5.7759, -0.4771, -1.1838], [-6.8415, -1.4478, -1.3270], [-5.1290, -0.8210, -0.3768], [-5.1451, -0.4493, -2.0723], [-6.1481, 0.5221, -0.9576], [-6.6678, -2.2036, -0.7610], [3.8730, -1.1467, 4.0649], [4.2676, -2.3159, 4.7280], [2.8047, -0.9458, 4.1459], [4.3744, -0.2839, 4.5034], [4.0303, -1.1299, 2.9864], [4.2387, -2.1793, 5.6778], [-3.2176, 2.6947, 3.5669], [-3.3701, 2.1888, 4.8937], [-2.2593, 3.1312, 3.2855], [-3.4658, 1.8423, 2.9347], [-4.0561, 3.3569, 3.3511], [-3.3216, 2.9372, 5.4929], [-1.3945, -0.4562, 4.6237], [-0.2708, -1.2875, 4.3814], [-1.1643, 0.5995, 4.4801], [-2.3255, -0.7150, 4.1193], [-1.5619, -0.4301, 5.7004], [0.2471, -1.2615, 5.1893]],
  "mulliken_spin": [0.14, 0.00, 0.02, -0.03, 0.00, 0.00, 0.00, 0.00, 0.01, -0.02, 0.00, 0.01, 0.00, 0.00, 0.00, 0.00, -0.05, 0.07, 0.64, 0.04, 0.18, 0.00, 0.00, 0.00, 0.00, 0.00, 0.00, 0.00, 0.00, 0.00, 0.00, 0.00, 0.00, 0.00, 0.00, 0.00, 0.00, 0.00, 0.00, 0.00, 0.00, 0.00, 0.00, 0.00, 0.00, 0.00, 0.00, 0.00, 0.00, 0.00, 0.00, 0.00, 0.00, 0.00, 0.00, 0.00, 0.00, 0.00, 0.00, 0.00, 0.00, 0.00, 0.00, 0.00, 0.00, 0.00, 0.00, 0.00, 0.00, 0.00, 0.00, 0.00, 0.00, 0.00, -0.01, 0.00, 0.00, 0.00, 0.00, 0.00, 0.00, 0.00, 0.00, 0.00, 0.00, 0.00, 0.00, 0.00, 0.00, 0.00, 0.00, 0.00, 0.00, 0.00, 0.00, 0.00, 0.00, 0.00, 0.00, 0.00, 0.00, 0.00, 0.00, 0.00, 0.00, 0.00, 0.00, 0.00, 0.00, 0.00, 0.00, 0.00, 0.00, 0.00, 0.00, 0.00, 0.00]
}


2.
{
  "formula": "C20H70N8O15",
  "method": "wB97M-V/def2-TZVPD",
  "homo_lumo_gap_ev": 7.77,
  "lumo_ev": -0.5,
  "spin_multiplicity": 1,
  "elements": ["C", "C", "O", "H", "H", "H", "H", "H", "H", "C", "C", "O", "H", "H", "H", "H", "H", "H", "C", "C", "O", "H", "H", "H", "H", "H", "H", "C", "C", "O", "H", "H", "H", "H", "H", "H", "C", "C", "O", "H", "H", "H", "H", "H", "H", "C", "O", "N", "N", "H", "H", "H", "H", "C", "O", "N", "N", "H", "H", "H", "H", "C", "O", "N", "N", "H", "H", "H", "H", "C", "O", "N", "N", "H", "H", "H", "H", "C", "O", "H", "H", "H", "H", "C", "O", "H", "H", "H", "H", "C", "O", "H", "H", "H", "H", "C", "O", "H", "H", "H", "H", "C", "O", "H", "H", "H", "H", "C", "O", "H", "H", "H", "H"],
  "positions_angstrom": [[2.3225, 0.9770, -2.9478], [3.8190, 1.3461, -2.5995], [4.6278, 0.1813, -2.5014], [2.2221, 0.3424, -3.8072], [1.7096, 1.8124, -3.0956], [1.9173, 0.5047, -2.0479], [4.1285, 1.8842, -1.6877], [4.3142, 2.0107, -3.4016], [5.0169, 0.0526, -3.3254], [-4.4510, 1.6474, -2.5894], [-3.4856, 2.3606, -1.6257], [-3.1464, 1.4546, -0.6237], [-5.2342, 1.1884, -1.9848], [-4.0017, 0.7738, -2.8814], [-4.9788, 2.2742, -3.4114], [-4.0077, 3.0895, -0.9729], [-2.5188, 2.6888, -2.0017], [-2.9102, 2.0842, 0.0317], [-3.5052, 3.6184, 3.2112], [-3.6999, 3.0213, 1.8439], [-2.4384, 2.9361, 1.2793], [-4.4916, 3.5077, 3.7769], [-3.2065, 4.6353, 3.2415], [-2.8125, 3.0482, 3.8606], [-4.4111, 3.5788, 1.2305], [-4.1514, 2.0010, 2.0643], [-1.8244, 2.3558, 1.7764], [-1.5171, -4.1544, 0.5811], [-1.7227, -4.0652, 2.1258], [-0.5738, -4.2563, 2.8102], [-0.8264, -3.4423, 0.1939], [-2.5200, -3.9024, 0.1099], [-1.2361, -5.2101, 0.3648], [-2.3735, -4.8919, 2.4319], [-2.2398, -3.1299, 2.3033], [-0.7925, -4.2746, 3.7757], [5.5170, -0.0802, 2.9263], [4.7570, 0.8852, 1.9932], [3.3710, 0.6649, 1.8950], [5.3396, -1.0583, 2.7081], [5.1416, 0.2150, 3.9308], [6.6146, 0.0061, 2.7441], [5.0079, 0.7502, 0.9352], [5.0265, 1.9252, 2.0711], [3.0141, 1.4809, 1.5788], [-0.6469, -2.0812, -5.5972], [0.1284, -2.9752, -6.3117], [-1.8443, -1.7556, -5.9875], [-0.1518, -1.4202, -4.5432], [-2.3234, -2.1300, -6.8204], [-2.2586, -0.9221, -5.4926], [0.6383, -1.8318, -4.0754], [-0.6725, -0.6659, -4.0423], [0.0177, 2.0683, 3.6392], [0.0000, 1.5914, 2.2957], [-0.2851, 3.2647, 4.0220], [0.4713, 1.3849, 4.6251], [-0.5601, 3.9123, 3.2383], [-0.3452, 3.7506, 4.9220], [1.0192, 0.5935, 4.3373], [0.5112, 1.6940, 5.5693], [1.1447, -1.5852, 3.5682], [0.7525, -2.5477, 4.5148], [0.8801, -1.7806, 2.2946], [2.0042, -0.6164, 3.7203], [0.3918, -2.6334, 2.1642], [1.1466, -1.0696, 1.5858], [2.5667, -0.8220, 4.6297], [2.5235, -0.0112, 2.9768], [4.2177, -2.0562, 0.3663], [5.5539, -2.3017, 0.2510], [3.4633, -2.6677, 1.2252], [3.5161, -1.3383, -0.4623], [3.8006, -3.2444, 2.0068], [2.5674, -2.2874, 1.5536], [2.7056, -0.9076, -0.1617], [3.9663, -0.7165, -1.1070], [-0.8214, 1.6079, -4.8000], [-1.5309, 0.8592, -3.9188], [0.1055, 1.8633, -4.3839], [-1.3903, 2.4883, -5.0480], [-0.6437, 1.0829, -5.7136], [-2.1133, 1.4307, -3.4898], [0.8101, 3.2801, -0.3538], [1.9249, 2.4651, -0.3967], [0.9914, 4.2726, -0.7292], [0.3784, 3.3978, 0.6327], [0.0064, 2.7820, -0.9277], [2.6951, 3.0792, -0.3610], [-2.9003, -0.2555, 2.4839], [-1.7401, -0.6704, 3.1944], [-3.3976, -1.1791, 2.1310], [-2.5547, 0.2553, 1.6050], [-3.4713, 0.3228, 3.2456], [-0.9839, -0.3700, 2.6982], [0.7849, -2.7299, -1.8547], [1.7312, -2.1903, -2.7092], [1.1564, -2.5921, -0.8725], [0.6240, -3.7706, -1.9896], [-0.1042, -2.2063, -2.0784], [2.5004, -1.9400, -2.1177], [-0.2192, -0.1232, -0.3171], [1.0868, -0.0494, 0.1996], [-0.7505, 0.5871, 0.2581], [-0.6142, -1.1312, -0.2699], [-0.1354, 0.2660, -1.3310], [1.3233, 0.8890, 0.1918], [-3.5624, -1.8309, -1.5243], [-4.2604, -3.0803, -1.3754], [-2.8246, -1.9075, -2.3071], [-3.0437, -1.4294, -0.5739], [-4.3219, -1.1146, -1.9445], [-4.4244, -3.0882, -0.4482]],
  "mulliken_charge": [-0.41, -0.70, -0.61, 0.58, 0.20, -0.03, 0.11, 0.44, 0.31, -1.33, -0.24, 0.01, 0.42, 0.26, 0.26, 0.33, 0.36, 0.24, -1.40, 0.08, -0.54, 0.38, 0.35, 0.29, 0.45, 0.09, 0.04, -0.20, -0.32, -0.57, -0.31, 0.06, 0.41, 0.53, 0.06, 0.33, -1.20, -0.38, -0.82, 0.25, 0.29, 0.40, 0.22, 0.51, -0.07, 0.42, -0.77, -0.29, 0.17, 0.24, 0.20, 0.20, 0.25, 0.03, -0.26, -0.31, -0.22, 0.32, 0.18, 0.21, 0.19, 0.35, -0.83, 0.65, -0.09, 0.07, -1.07, 0.32, 0.20, 0.24, -0.80, -0.01, 0.25, 0.37, 0.06, -0.28, 0.40, -0.82, -0.73, -0.03, 0.51, 0.38, 0.28, -0.43, -0.63, 0.62, -0.03, -0.08, 0.31, -0.15, -0.51, 0.22, -0.15, 0.35, -0.11, 0.17, -0.73, -0.06, 0.61, -0.26, 0.30, 0.95, 3.15, -0.26, -0.83, -0.21, -1.24, -0.04, -0.60, 0.02, -0.04, 0.20, 0.36]
}


3.
{
  "formula": "C20H72N2O16",
  "method": "wB97M-V/def2-TZVPD",
  "homo_lumo_gap_ev": 9.55,
  "lumo_ev": 0.2,
  "spin_multiplicity": 1,
  "elements": ["C", "C", "O", "H", "H", "H", "H", "H", "H", "C", "C", "O", "H", "H", "H", "H", "H", "H", "C", "C", "O", "H", "H", "H", "H", "H", "H", "C", "C", "O", "H", "H", "H", "H", "H", "H", "C", "O", "N", "N", "H", "H", "H", "H", "C", "O", "H", "H", "H", "H", "C", "O", "H", "H", "H", "H", "C", "O", "H", "H", "H", "H", "C", "O", "H", "H", "H", "H", "C", "O", "H", "H", "H", "H", "C", "O", "H", "H", "H", "H", "C", "O", "H", "H", "H", "H", "C", "O", "H", "H", "H", "H", "C", "O", "H", "H", "H", "H", "C", "O", "H", "H", "H", "H", "C", "O", "H", "H", "H", "H"],
  "positions_angstrom": [[-19.5984, 7.5232, 2.8092], [-18.6365, 6.7734, 1.9030], [-19.3669, 5.7480, 1.2613], [-20.0428, 8.2155, 2.1446], [-19.0543, 7.9835, 3.6752], [-20.3811, 6.9254, 3.1293], [-17.9485, 6.3374, 2.6222], [-18.0769, 7.3253, 1.1853], [-19.5228, 5.9926, 0.3448], [-16.3415, 8.0846, -1.3661], [-16.5481, 6.5914, -1.8958], [-17.7824, 6.0360, -1.5323], [-15.2754, 8.3475, -1.4570], [-16.5559, 8.1601, -0.3706], [-16.8629, 8.8906, -1.8545], [-15.6539, 5.9374, -1.6101], [-16.4803, 6.5677, -2.9876], [-17.7533, 5.0981, -1.6837], [-16.9776, 3.1368, -0.0415], [-17.2021, 2.5546, -1.4448], [-17.2147, 3.5093, -2.4392], [-16.0104, 3.5173, 0.0540], [-16.9731, 2.3364, 0.6852], [-17.7798, 3.8332, 0.3262], [-18.2295, 2.1082, -1.4986], [-16.5192, 1.6649, -1.5253], [-16.3279, 3.5745, -2.9080], [-20.4000, 3.5101, -0.5854], [-21.4382, 2.5949, -1.2372], [-20.7072, 1.6954, -2.0373], [-20.9248, 4.2740, -0.0585], [-19.7314, 3.9718, -1.2225], [-19.7474, 3.0123, 0.0562], [-22.2345, 3.1604, -1.8580], [-22.0889, 2.1228, -0.4903], [-21.3416, 1.2538, -2.6093], [-22.7690, 6.9160, -3.0359], [-23.1244, 5.6026, -2.7424], [-21.7320, 7.2929, -3.7203], [-23.4055, 8.0050, -2.6509], [-21.2701, 6.5033, -4.3009], [-21.6602, 8.2316, -4.0781], [-24.2773, 7.8759, -2.0915], [-23.0420, 8.9361, -2.7542], [-22.1801, -0.4602, 1.5919], [-22.6887, -0.3416, 0.2305], [-22.1998, 0.4898, 2.1795], [-21.1693, -0.6576, 1.6009], [-22.6918, -1.1899, 2.1459], [-21.9858, -0.2125, -0.4008], [-22.4351, 6.5795, 0.3445], [-23.5473, 5.7018, 0.1861], [-22.8149, 7.4854, 0.7126], [-21.6405, 6.6630, -0.3435], [-21.9982, 6.1799, 1.2035], [-24.3208, 6.2341, -0.1759], [-18.6213, 3.3714, 3.1092], [-17.8629, 2.3079, 3.6686], [-19.2998, 2.9995, 2.2557], [-18.0195, 4.1742, 2.8093], [-19.1795, 3.6610, 4.0278], [-17.0535, 2.7815, 4.0208], [-18.9721, 0.2619, 0.6477], [-18.0725, 0.3265, 1.7259], [-19.6717, 1.1002, 0.5825], [-19.3677, -0.7235, 0.5034], [-18.2584, 0.4480, -0.1496], [-18.5380, 0.7352, 2.4725], [-22.2239, 3.4261, 2.4438], [-21.4829, 4.6529, 2.7900], [-21.5524, 2.5936, 2.5784], [-22.5038, 3.3870, 1.3642], [-23.1199, 3.3179, 3.0152], [-20.6063, 4.7114, 2.4651], [-25.5732, 3.6186, -0.9932], [-25.3149, 3.8050, -2.3254], [-26.1365, 4.3798, -0.4390], [-24.5519, 3.4943, -0.4417], [-26.1740, 2.7378, -0.8157], [-24.5920, 4.4213, -2.3234], [-21.5419, 0.6774, -5.4700], [-20.9413, -0.1799, -6.4609], [-21.0358, 1.6449, -5.1259], [-21.6421, 0.0917, -4.5310], [-22.5130, 0.8147, -5.8050], [-20.9861, -1.0677, -6.1587], [-20.4328, -1.6688, -2.0702], [-21.4199, -2.5194, -1.6263], [-20.4393, -0.7645, -1.5210], [-20.6280, -1.4883, -3.1312], [-19.4652, -2.1078, -1.8904], [-21.2289, -2.8294, -0.7532], [-23.8881, 1.1042, -3.0448], [-23.1287, 0.0925, -2.4918], [-23.3997, 1.7718, -3.7408], [-24.3637, 1.6712, -2.2241], [-24.6569, 0.6724, -3.5904], [-23.3794, -0.6799, -2.9202], [-18.1285, 1.0363, -4.7944], [-18.1884, 0.1763, -5.9216], [-18.6226, 0.6720, -3.9128], [-18.6724, 1.9142, -4.9966], [-17.0617, 1.2060, -4.5128], [-19.0383, 0.2154, -6.2960], [-20.2163, 4.5099, -4.0520], [-20.6292, 5.3389, -5.1226], [-21.0294, 3.6954, -4.0034], [-20.0644, 5.1595, -3.1446], [-19.3213, 3.8739, -4.2403], [-19.9369, 5.3833, -5.7881]],
  "mulliken_charge": [-1.27, 0.27, 0.52, 0.39, 0.33, 0.23, 0.33, -0.27, -0.33, -1.37, -0.24, -0.25, 0.37, 0.35, 0.33, 0.24, 0.33, 0.02, -0.81, 0.64, -0.50, 0.54, 0.55, -0.24, -0.75, 0.54, 0.28, 2.73, 0.15, 1.12, -1.22, -0.51, -0.91, -0.18, 0.28, -0.94, 0.29, -0.53, -0.41, -0.35, 0.34, 0.19, 0.27, 0.15, -0.55, -0.48, 0.07, 0.17, 0.46, 0.13, -0.87, -0.33, 0.60, 0.21, 0.24, 0.23, -0.09, -0.58, -0.50, 0.42, 0.39, 0.36, -0.39, -0.63, -0.15, 0.63, 0.21, 0.25, -0.25, -0.59, 0.15, -0.18, 0.45, 0.01, -0.62, -0.56, 0.26, 0.13, 0.34, 0.56, -0.23, -0.64, 0.02, -0.09, 0.51, 0.35, 0.08, -0.57, -0.38, 0.02, 0.53, 0.31, -0.62, -0.33, 0.07, -0.05, 0.73, 0.27, -0.22, -0.63, 0.10, 0.12, 0.29, 0.39, 0.51, -0.63, -0.43, -0.08, 0.12, 0.33]
}


no.,electronic energy (hartree)
1,-3246.98350
2,-2370.38878
3,-2118.17515